{"formula": "C4H2FNO", "method": "ωB97M-V with the def2-TZVPD basis set", "symbols": ["C", "C", "C", "C", "H", "H", "N", "O", "F"], "coordinates": [[0.992, -0.242, -0.043], [0.045, -1.120, 0.166], [-1.167, -0.145, 0.074], [0.478, 1.177, -0.027], [-0.107, -2.174, 0.210], [1.090, 2.105, 0.250], [-0.770, 1.248, 0.055], [-2.339, -0.459, -0.139], [2.337, -0.335, -0.083]], "lumo_ev": -1.17, "energy_ha": -383.419885, "orbital_gap_ev": 9.42, "homo_ev": -10.59, "de_lowest_kj_mol": 35.6}



{"formula": "C19H21F6N3O4RuSTe", "method": "ωB97M-V with the def2-TZVPD basis set", "symbols": ["Ru", "N", "N", "C", "O", "O", "H", "H", "H", "S", "C", "N", "F", "Te", "F", "F", "F", "F", "O", "F", "C", "C", "C", "C", "C", "C", "C", "H", "H", "H", "H", "H", "H", "C", "C", "C", "C", "C", "C", "C", "O", "C", "C", "C", "H", "H", "H", "H", "H", "H", "H", "H", "H", "H", "H", "H"], "coordinates": [[0.335, -0.031, -0.660], [1.056, -1.159, 1.201], [2.081, -0.392, 1.762], [2.645, 0.617, 0.997], [3.589, 1.254, 1.395], [2.031, 0.825, -0.158], [0.291, -1.296, 1.852], [1.372, -2.054, 0.835], [2.628, -0.772, 2.517], [-4.261, -0.473, -0.505], [-2.713, -0.450, -0.811], [-1.546, -0.445, -1.046], [0.943, -4.741, -0.158], [-0.233, -3.682, -1.157], [-0.735, -3.039, 0.563], [-1.476, -3.017, -2.385], [-1.565, -4.915, -0.797], [0.354, -4.740, -2.569], [0.904, -2.264, -1.371], [-2.466, -0.430, -6.853], [-1.641, -0.224, -5.812], [-0.764, -1.228, -5.450], [0.083, -1.008, -4.379], [0.052, 0.200, -3.683], [0.974, 0.440, -2.562], [-0.842, 1.194, -4.086], [-1.699, 0.990, -5.152], [-0.763, -2.163, -5.993], [0.764, -1.786, -4.061], [1.193, 1.498, -2.384], [1.887, -0.153, -2.599], [-0.860, 2.143, -3.562], [-2.399, 1.746, -5.479], [1.806, 6.176, -2.388], [1.276, 5.257, -1.326], [2.005, 5.011, -0.171], [1.558, 4.126, 0.799], [2.421, 3.891, 2.009], [0.352, 3.435, 0.571], [0.017, 2.349, 1.480], [-0.518, 1.290, 1.150], [-0.449, 3.731, -0.556], [-1.850, 3.209, -0.737], [0.036, 4.641, -1.479], [2.499, 6.906, -1.973], [1.000, 6.706, -2.894], [2.346, 5.600, -3.143], [2.948, 5.522, -0.019], [3.088, 4.739, 2.151], [3.036, 2.997, 1.877], [1.842, 3.773, 2.925], [0.341, 2.443, 2.524], [-2.327, 2.954, 0.206], [-1.886, 2.315, -1.358], [-2.453, 3.969, -1.235], [-0.582, 4.905, -2.331]], "lumo_ev": [-1.03, -2.67], "spin_multiplicity": 5, "energy_ha": -2562.097440, "orbital_gap_ev": [7.91, 6.30], "homo_ev": [-8.93, -8.97], "s2": 6.032}



{"formula": "C23H33Br2CsN8O2", "method": "ωB97M-V with the def2-TZVPD basis set", "symbols": ["Cs", "Br", "C", "C", "C", "Br", "C", "C", "C", "C", "N", "C", "C", "O", "H", "H", "H", "H", "C", "N", "C", "C", "N", "C", "C", "N", "C", "C", "N", "C", "N", "C", "C", "C", "N", "C", "H", "H", "H", "H", "H", "H", "H", "H", "H", "H", "H", "H", "H", "H", "H", "H", "H", "H", "H", "H", "H", "H", "H", "H", "C", "C", "N", "O", "H", "H", "H", "H", "H"], "coordinates": [[-0.143, 0.639, 1.151], [0.661, 3.972, -3.457], [2.131, 3.433, -2.385], [3.410, 3.820, -2.775], [4.504, 3.466, -2.033], [6.227, 4.027, -2.612], [4.353, 2.695, -0.858], [5.431, 2.312, -0.027], [5.199, 1.571, 1.095], [3.877, 1.191, 1.382], [2.851, 1.528, 0.640], [3.048, 2.284, -0.470], [1.853, 2.659, -1.240], [0.692, 2.316, -0.891], [3.531, 4.410, -3.673], [6.434, 2.619, -0.292], [6.006, 1.271, 1.750], [3.668, 0.595, 2.268], [-3.646, 1.630, -0.729], [-4.320, 0.379, -0.998], [-4.751, 0.116, -2.358], [-5.157, -1.341, -2.256], [-4.209, -1.857, -1.271], [-4.581, -3.131, -0.684], [-3.788, -0.791, -0.469], [-3.021, -0.760, 0.547], [-2.271, -1.915, 0.996], [-1.244, -2.390, -0.052], [0.019, -2.660, 0.605], [1.102, -2.783, -0.060], [2.321, -2.940, 0.591], [2.427, -2.557, 1.978], [3.382, -2.528, -0.312], [2.785, -2.922, -1.649], [1.358, -2.708, -1.427], [0.497, -3.306, -2.431], [-4.249, 2.446, -1.126], [-2.649, 1.673, -1.188], [-3.545, 1.756, 0.347], [-3.924, 0.244, -3.071], [-5.571, 0.770, -2.652], [-5.076, -1.883, -3.197], [-6.186, -1.426, -1.883], [-5.006, -3.754, -1.471], [-5.330, -3.018, 0.109], [-3.720, -3.657, -0.282], [-2.877, -2.761, 1.334], [-1.706, -1.614, 1.879], [-1.149, -1.602, -0.812], [-1.623, -3.271, -0.583], [1.606, -3.000, 2.535], [2.392, -1.467, 2.107], [3.374, -2.921, 2.375], [4.315, -3.045, -0.092], [3.552, -1.443, -0.259], [2.986, -3.981, -1.861], [3.143, -2.319, -2.482], [0.936, -3.108, -3.408], [-0.496, -2.872, -2.424], [0.415, -4.393, -2.307], [-1.331, 3.479, 5.618], [-1.043, 3.107, 4.185], [-0.987, 4.127, 3.298], [-0.867, 1.946, 3.848], [-1.461, 4.549, 5.769], [-0.508, 3.124, 6.236], [-2.231, 2.956, 5.937], [-1.074, 5.083, 3.585], [-0.745, 3.931, 2.341]], "lumo_ev": 0.10, "energy_ha": -6652.987038, "orbital_gap_ev": 6.45, "homo_ev": -6.35, "de_lowest_kj_mol": 36.7}



{"formula": "C23H30ClO5PPbSbSe4", "method": "ωB97M-V with the def2-TZVPD basis set", "symbols": ["Pb", "C", "C", "C", "P", "C", "C", "C", "C", "C", "C", "H", "H", "H", "H", "H", "H", "H", "H", "H", "H", "H", "H", "H", "H", "H", "H", "H", "H", "H", "H", "H", "Se", "Sb", "Se", "Se", "Se", "Cl", "C", "C", "C", "C", "C", "C", "C", "O", "O", "H", "H", "H", "H", "O", "C", "C", "C", "C", "C", "C", "C", "O", "O", "H", "H", "H", "H", "H"], "coordinates": [[0.041, 0.988, 0.617], [-2.632, 2.489, -1.717], [-2.395, 1.129, -2.383], [-2.875, 1.121, -3.835], [-0.631, 0.650, -2.070], [-0.260, -0.945, -2.950], [-1.324, -1.975, -2.559], [-0.079, -0.867, -4.467], [0.519, 1.972, -2.698], [0.278, 2.582, -4.078], [1.952, 1.439, -2.555], [-3.691, 2.741, -1.765], [-2.081, 3.284, -2.222], [-2.348, 2.476, -0.660], [-2.964, 0.380, -1.823], [-2.230, 1.709, -4.484], [-3.873, 1.561, -3.873], [-2.951, 0.111, -4.233], [0.694, -1.260, -2.511], [-2.267, -1.781, -3.069], [-1.520, -1.970, -1.483], [-0.991, -2.973, -2.845], [-0.947, -0.437, -4.960], [0.061, -1.877, -4.855], [0.802, -0.289, -4.738], [0.396, 2.780, -1.965], [0.297, 1.837, -4.871], [1.072, 3.306, -4.272], [-0.665, 3.123, -4.117], [2.191, 0.727, -3.344], [2.115, 0.942, -1.592], [2.658, 2.267, -2.617], [1.234, 3.932, 0.304], [1.056, 4.403, 2.634], [1.398, 6.341, 3.927], [0.468, 2.154, 3.920], [2.457, 1.165, 3.926], [-0.331, -0.268, 7.960], [-0.960, -0.241, 6.351], [-0.133, -0.598, 5.295], [-0.628, -0.555, 4.003], [-1.940, -0.162, 3.755], [-2.764, 0.163, 4.829], [-2.278, 0.127, 6.125], [-2.502, -0.038, 2.367], [-3.673, 0.185, 2.176], [-1.628, -0.151, 1.371], [0.882, -0.917, 5.492], [0.013, -0.841, 3.181], [-3.788, 0.448, 4.631], [-2.918, 0.379, 6.959], [0.727, -1.415, 0.748], [1.770, -2.319, 0.773], [1.630, -3.546, 0.142], [2.683, -4.442, 0.126], [3.891, -4.110, 0.727], [4.013, -2.905, 1.388], [2.951, -1.995, 1.435], [3.101, -0.843, 2.356], [3.998, -0.785, 3.178], [2.156, 0.096, 2.328], [-0.132, -1.858, 0.657], [0.683, -3.797, -0.323], [2.563, -5.402, -0.358], [4.722, -4.801, 0.709], [4.926, -2.645, 1.903]], "lumo_ev": -4.89, "energy_ha": -12110.830248, "orbital_gap_ev": 6.14, "total_charge": 1, "homo_ev": -11.03}



{"formula": "C9H13NS", "method": "ωB97M-V with the def2-TZVPD basis set", "symbols": ["C", "C", "C", "C", "C", "C", "C", "C", "C", "N", "S", "H", "H", "H", "H", "H", "H", "H", "H", "H", "H", "H", "H", "H"], "coordinates": [[0.753, -2.606, -0.361], [0.868, -1.426, 1.819], [0.344, -1.597, -1.094], [0.566, -2.700, 1.133], [-0.844, 0.755, -1.680], [-0.522, -0.004, 0.634], [-0.497, 1.148, -0.190], [-1.464, 2.305, 0.060], [0.956, 1.771, -0.266], [0.468, -0.281, 1.539], [0.328, -0.583, -2.330], [1.380, -3.447, -0.822], [1.680, -1.493, 2.482], [-0.441, -3.044, 1.334], [1.282, -3.464, 1.533], [-1.924, 0.419, -1.759], [-0.815, 1.577, -2.450], [-1.285, -0.700, 0.695], [-0.893, 2.661, 0.945], [-2.484, 1.995, 0.422], [-1.463, 3.147, -0.674], [1.477, 1.966, 0.777], [1.044, 2.677, -0.887], [1.484, 0.924, -0.861]], "lumo_ev": [-0.04, -0.13], "energy_ha": -803.488286, "orbital_gap_ev": [7.36, 7.19], "homo_ev": [-7.40, -7.32], "de_lowest_kj_mol": 449.4}



{"formula": "C5H13N3O2", "method": "ωB97M-V with the def2-TZVPD basis set", "symbols": ["N", "C", "C", "C", "O", "C", "N", "C", "N", "H", "H", "H", "H", "H", "H", "H", "H", "H", "H", "H", "O", "H", "H"], "coordinates": [[-2.005, -0.815, 1.424], [-2.048, -0.214, 0.103], [-3.276, 0.693, -0.026], [-4.582, -0.079, -0.065], [-5.650, 0.853, -0.096], [-0.763, 0.582, -0.274], [-0.582, 1.728, 0.603], [0.428, -0.303, -0.200], [1.167, -1.194, -0.392], [-1.327, -1.569, 1.472], [-1.743, -0.120, 2.120], [-2.138, -1.027, -0.634], [-3.306, 1.386, 0.829], [-3.197, 1.305, -0.937], [-4.608, -0.724, -0.960], [-4.660, -0.727, 0.821], [-6.484, 0.381, -0.039], [-0.854, 0.871, -1.338], [0.258, 2.249, 0.372], [-1.365, 2.375, 0.527], [2.678, -0.206, 1.681], [2.662, -1.000, 1.000], [1.859, -0.187, 2.187]], "lumo_ev": 0.58, "energy_ha": -513.032098, "orbital_gap_ev": 10.44, "homo_ev": -9.86, "de_lowest_kj_mol": 165.9}



Please write out number 3 again, unchanged.
{"formula": "C23H33Br2CsN8O2", "method": "ωB97M-V with the def2-TZVPD basis set", "symbols": ["Cs", "Br", "C", "C", "C", "Br", "C", "C", "C", "C", "N", "C", "C", "O", "H", "H", "H", "H", "C", "N", "C", "C", "N", "C", "C", "N", "C", "C", "N", "C", "N", "C", "C", "C", "N", "C", "H", "H", "H", "H", "H", "H", "H", "H", "H", "H", "H", "H", "H", "H", "H", "H", "H", "H", "H", "H", "H", "H", "H", "H", "C", "C", "N", "O", "H", "H", "H", "H", "H"], "coordinates": [[-0.143, 0.639, 1.151], [0.661, 3.972, -3.457], [2.131, 3.433, -2.385], [3.410, 3.820, -2.775], [4.504, 3.466, -2.033], [6.227, 4.027, -2.612], [4.353, 2.695, -0.858], [5.431, 2.312, -0.027], [5.199, 1.571, 1.095], [3.877, 1.191, 1.382], [2.851, 1.528, 0.640], [3.048, 2.284, -0.470], [1.853, 2.659, -1.240], [0.692, 2.316, -0.891], [3.531, 4.410, -3.673], [6.434, 2.619, -0.292], [6.006, 1.271, 1.750], [3.668, 0.595, 2.268], [-3.646, 1.630, -0.729], [-4.320, 0.379, -0.998], [-4.751, 0.116, -2.358], [-5.157, -1.341, -2.256], [-4.209, -1.857, -1.271], [-4.581, -3.131, -0.684], [-3.788, -0.791, -0.469], [-3.021, -0.760, 0.547], [-2.271, -1.915, 0.996], [-1.244, -2.390, -0.052], [0.019, -2.660, 0.605], [1.102, -2.783, -0.060], [2.321, -2.940, 0.591], [2.427, -2.557, 1.978], [3.382, -2.528, -0.312], [2.785, -2.922, -1.649], [1.358, -2.708, -1.427], [0.497, -3.306, -2.431], [-4.249, 2.446, -1.126], [-2.649, 1.673, -1.188], [-3.545, 1.756, 0.347], [-3.924, 0.244, -3.071], [-5.571, 0.770, -2.652], [-5.076, -1.883, -3.197], [-6.186, -1.426, -1.883], [-5.006, -3.754, -1.471], [-5.330, -3.018, 0.109], [-3.720, -3.657, -0.282], [-2.877, -2.761, 1.334], [-1.706, -1.614, 1.879], [-1.149, -1.602, -0.812], [-1.623, -3.271, -0.583], [1.606, -3.000, 2.535], [2.392, -1.467, 2.107], [3.374, -2.921, 2.375], [4.315, -3.045, -0.092], [3.552, -1.443, -0.259], [2.986, -3.981, -1.861], [3.143, -2.319, -2.482], [0.936, -3.108, -3.408], [-0.496, -2.872, -2.424], [0.415, -4.393, -2.307], [-1.331, 3.479, 5.618], [-1.043, 3.107, 4.185], [-0.987, 4.127, 3.298], [-0.867, 1.946, 3.848], [-1.461, 4.549, 5.769], [-0.508, 3.124, 6.236], [-2.231, 2.956, 5.937], [-1.074, 5.083, 3.585], [-0.745, 3.931, 2.341]], "lumo_ev": 0.10, "energy_ha": -6652.987038, "orbital_gap_ev": 6.45, "homo_ev": -6.35, "de_lowest_kj_mol": 36.7}



What did the sixth record say?
{"formula": "C5H13N3O2", "method": "ωB97M-V with the def2-TZVPD basis set", "symbols": ["N", "C", "C", "C", "O", "C", "N", "C", "N", "H", "H", "H", "H", "H", "H", "H", "H", "H", "H", "H", "O", "H", "H"], "coordinates": [[-2.005, -0.815, 1.424], [-2.048, -0.214, 0.103], [-3.276, 0.693, -0.026], [-4.582, -0.079, -0.065], [-5.650, 0.853, -0.096], [-0.763, 0.582, -0.274], [-0.582, 1.728, 0.603], [0.428, -0.303, -0.200], [1.167, -1.194, -0.392], [-1.327, -1.569, 1.472], [-1.743, -0.120, 2.120], [-2.138, -1.027, -0.634], [-3.306, 1.386, 0.829], [-3.197, 1.305, -0.937], [-4.608, -0.724, -0.960], [-4.660, -0.727, 0.821], [-6.484, 0.381, -0.039], [-0.854, 0.871, -1.338], [0.258, 2.249, 0.372], [-1.365, 2.375, 0.527], [2.678, -0.206, 1.681], [2.662, -1.000, 1.000], [1.859, -0.187, 2.187]], "lumo_ev": 0.58, "energy_ha": -513.032098, "orbital_gap_ev": 10.44, "homo_ev": -9.86, "de_lowest_kj_mol": 165.9}